The following is a DFT calculation (wB97M-V/def2-TZVPD) of a cluster of 2 separate species, C10H15NO2 in total in a non-equilibrium geometry.

Each line ends with the natural charge from an NBO analysis.
Cartesian coordinates (Å):
C: -0.164 0.032 -2.135  -0.51
C: 1.072 -0.207 -3.036  -0.60
C: -0.177 1.476 -1.720  0.69
O: 0.685 2.038 -1.083  -0.61
N: -1.259 2.183 -2.193  -0.84
H: -1.067 -0.235 -2.670  0.18
H: -0.078 -0.646 -1.286  0.28
H: 0.926 0.213 -4.034  0.19
H: 1.321 -1.268 -3.010  0.22
H: -1.350 3.173 -2.045  0.39
H: -1.967 1.737 -2.747  0.38
H: 1.920 0.260 -2.541  0.23
C: -0.958 1.358 3.068  -0.62
C: -1.193 -0.980 2.030  -0.40
C: -0.384 0.074 2.502  -0.05
C: -0.739 -1.837 0.957  -0.42
C: 0.964 0.029 2.205  -0.30
C: 0.632 -1.900 0.744  0.28
C: 1.501 -1.074 1.436  -0.48
O: 1.090 -2.871 -0.150  -0.72
H: -2.263 -0.930 2.199  0.17
H: -1.415 -2.368 0.296  0.18
H: -1.429 1.219 4.048  0.18
H: -1.777 1.700 2.418  0.19
H: 1.647 0.872 2.323  0.18
H: 2.574 -1.215 1.324  0.17
H: 2.054 -2.925 -0.059  0.46
H: -0.165 2.091 3.158  0.20

Calculated values
Maximum force   1.07 eV Å⁻¹
Spin multiplicity   2
Gap between HOMO and LUMO (alpha / beta)   2.800 / 6.634 eV
E   -595.2467 Ha
Relative energy (zero: lowest compared OMol25 entry of this formula, charge and spin)   14.78 kcal/mol
Net charge   -1

The following is a DFT calculation (wB97M-V/def2-TZVPD) of a cluster of 12 separate species, C48H96O22 in total in a non-equilibrium geometry.

Each line ends with the Mulliken charge.
Cartesian coordinates (Å):
C: -18.146 -14.423 12.024  -1.29
C: -19.649 -14.349 11.916  0.56
O: -20.226 -15.629 12.202  -0.41
C: -20.743 -15.876 13.385  0.79
O: -20.641 -15.230 14.393  -0.51
O: -21.307 -17.076 13.313  -0.40
C: -21.985 -17.646 14.413  -0.59
H: -17.795 -15.328 11.516  0.43
H: -17.754 -14.519 13.040  0.31
H: -17.580 -13.597 11.592  0.39
H: -19.999 -14.082 10.922  0.29
H: -20.043 -13.581 12.582  -0.23
H: -22.379 -18.613 14.111  0.24
H: -22.820 -17.009 14.704  0.23
H: -21.297 -17.825 15.240  0.29
C: -10.538 -12.722 14.559  -0.78
C: -11.020 -11.665 15.545  -0.41
O: -12.359 -11.944 15.950  0.06
C: -12.578 -12.859 16.896  0.46
O: -11.783 -13.566 17.439  -0.59
O: -13.898 -12.889 17.044  -0.01
C: -14.519 -13.636 18.068  -0.49
H: -9.635 -12.454 14.014  0.45
H: -11.339 -12.829 13.822  -0.17
H: -10.404 -13.693 15.031  0.32
H: -11.056 -10.690 15.062  0.29
H: -10.412 -11.614 16.451  0.38
H: -15.566 -13.339 17.982  -0.07
H: -14.158 -13.402 19.070  0.33
H: -14.497 -14.716 17.919  0.30
C: -14.065 -4.658 15.392  -0.94
C: -15.013 -4.953 16.570  -0.49
O: -15.420 -6.310 16.571  0.17
C: -14.493 -7.214 16.933  0.26
O: -13.358 -6.953 17.256  -0.62
O: -15.005 -8.401 16.801  0.42
C: -14.259 -9.574 17.113  -1.42
H: -13.084 -5.079 15.596  0.31
H: -14.016 -3.581 15.219  0.46
H: -14.458 -5.048 14.451  0.01
H: -15.878 -4.312 16.404  0.37
H: -14.573 -4.644 17.517  0.31
H: -14.975 -10.326 17.449  0.35
H: -13.572 -9.384 17.934  0.60
H: -13.873 -9.983 16.181  0.25
C: -23.162 -11.720 11.055  -0.77
C: -22.454 -10.604 10.312  -0.31
O: -21.513 -9.967 11.174  -0.36
C: -20.308 -10.497 11.258  0.77
O: -19.898 -11.458 10.677  -0.64
O: -19.605 -9.694 12.076  -0.17
C: -18.212 -9.887 12.132  -0.62
H: -23.641 -11.323 11.951  0.13
H: -22.547 -12.548 11.418  0.11
H: -23.852 -12.230 10.378  0.47
H: -23.218 -9.863 10.083  0.32
H: -21.950 -10.970 9.418  0.36
H: -17.578 -9.769 11.257  0.70
H: -17.921 -10.780 12.699  0.05
H: -17.913 -9.108 12.832  -0.20
C: -22.643 -8.848 17.741  -0.83
C: -22.433 -7.675 18.693  -0.06
O: -23.608 -7.498 19.467  -0.38
C: -24.450 -6.466 19.231  0.59
O: -25.485 -6.362 19.798  -0.55
O: -23.964 -5.667 18.289  -0.29
C: -24.662 -4.455 17.984  -0.73
H: -23.364 -8.628 16.953  0.35
H: -22.953 -9.718 18.319  0.34
H: -21.744 -9.138 17.189  0.18
H: -22.118 -6.816 18.101  0.28
H: -21.600 -7.862 19.372  0.20
H: -24.952 -3.990 18.924  0.32
H: -25.458 -4.652 17.272  0.30
H: -23.925 -3.798 17.526  0.26
C: -13.559 -7.407 12.435  -0.76
C: -13.633 -8.525 13.484  0.20
C: -15.043 -9.069 13.337  2.03
O: -15.657 -8.407 12.213  -0.46
C: -15.002 -7.165 12.079  -0.39
H: -13.051 -7.775 11.539  0.28
H: -13.058 -6.486 12.733  0.35
H: -13.486 -8.032 14.448  -0.11
H: -12.866 -9.287 13.351  0.06
H: -15.608 -8.804 14.240  -0.54
H: -15.098 -10.150 13.218  -1.10
H: -15.490 -6.380 12.679  0.01
H: -15.094 -6.796 11.054  0.45
C: -19.774 -10.939 15.291  1.69
C: -19.164 -10.673 16.640  0.93
C: -17.709 -11.132 16.530  1.63
O: -17.704 -11.923 15.320  -0.05
C: -19.042 -12.232 14.905  0.49
H: -19.435 -10.201 14.563  -1.34
H: -20.857 -11.060 15.339  0.34
H: -19.619 -11.193 17.486  -0.83
H: -19.206 -9.597 16.840  -0.35
H: -17.356 -11.793 17.317  0.02
H: -17.098 -10.250 16.330  -1.39
H: -19.461 -13.076 15.461  0.03
H: -18.981 -12.434 13.839  -1.31
C: -25.620 -12.387 14.925  -0.64
C: -24.424 -12.866 15.712  -0.22
C: -23.386 -13.255 14.633  0.39
O: -24.206 -13.601 13.519  -0.41
C: -25.555 -13.244 13.648  -0.51
H: -25.578 -11.332 14.651  0.24
H: -26.559 -12.504 15.469  0.37
H: -24.600 -13.711 16.375  0.33
H: -24.042 -12.029 16.303  0.06
H: -22.812 -14.127 14.942  0.04
H: -22.737 -12.414 14.375  -0.20
H: -26.234 -14.103 13.694  0.31
H: -25.833 -12.658 12.766  0.25
C: -13.988 -12.321 12.532  0.09
C: -13.364 -13.529 11.870  -0.61
C: -14.256 -14.705 12.246  -0.29
O: -14.569 -14.376 13.607  -0.55
C: -14.821 -12.978 13.682  2.20
H: -14.611 -11.912 11.730  0.24
H: -13.358 -11.511 12.892  -0.15
H: -12.342 -13.702 12.220  0.08
H: -13.237 -13.449 10.785  0.47
H: -13.731 -15.658 12.265  0.40
H: -15.182 -14.811 11.673  0.05
H: -14.449 -12.666 14.657  -0.84
H: -15.876 -12.714 13.583  -1.00
C: -20.182 -12.822 20.020  -0.13
C: -19.943 -11.583 20.885  0.13
C: -19.857 -12.173 22.308  -0.65
O: -20.808 -13.208 22.299  -0.42
C: -20.905 -13.771 20.994  -0.45
H: -19.273 -13.297 19.658  0.17
H: -20.832 -12.511 19.203  0.04
H: -20.838 -10.957 20.966  0.02
H: -19.140 -10.892 20.622  0.00
H: -20.081 -11.402 23.043  0.39
H: -18.841 -12.548 22.495  0.30
H: -21.957 -13.836 20.718  0.28
H: -20.427 -14.748 20.918  0.29
C: -16.214 -7.701 20.965  -0.86
C: -17.644 -7.342 20.525  -0.62
C: -17.683 -8.061 19.174  1.24
O: -17.086 -9.316 19.415  -0.15
C: -15.996 -9.065 20.313  -0.09
H: -16.135 -7.755 22.053  0.36
H: -15.471 -6.962 20.666  0.40
H: -17.779 -6.270 20.398  0.38
H: -18.359 -7.823 21.189  0.31
H: -17.174 -7.509 18.371  -0.62
H: -18.725 -8.163 18.855  -0.43
H: -15.122 -9.028 19.656  -0.27
H: -15.918 -9.883 21.027  0.42
C: -19.048 -6.143 15.844  0.30
C: -20.412 -5.988 15.163  -0.63
C: -20.441 -7.222 14.286  -0.04
O: -19.106 -7.311 13.805  -0.40
C: -18.167 -6.735 14.719  0.22
H: -19.171 -6.825 16.686  -0.53
H: -18.703 -5.162 16.175  0.44
H: -20.450 -5.086 14.552  0.32
H: -21.211 -5.957 15.908  0.19
H: -21.125 -7.111 13.443  0.45
H: -20.740 -8.153 14.781  -0.28
H: -17.571 -5.973 14.223  0.23
H: -17.582 -7.507 15.223  -0.30

Calculated values
Maximum force   2.58 eV Å⁻¹
SMILES   CCOC(=O)OC.CCOC(=O)OC.CCOC(=O)OC.CCOC(=O)OC.CCOC(=O)OC.C1CCOC1.C1CCOC1.C1CCOC1.C1CCOC1.C1CCOC1.C1CCOC1.C1CCOC1
Gap between HOMO and LUMO   9.771 eV
E   -3541.7070 Ha
Relative energy (zero: lowest compared OMol25 entry of this formula, charge and spin)   2.28 kcal/mol

The following is a DFT calculation (wB97M-V/def2-TZVPD) of a structure of composition C35H26BrCoN6O4S in a non-equilibrium geometry.

Each line ends with the Mulliken spin population.
Cartesian coordinates (Å):
Co: -0.352 -0.327 -0.038  0.91
C: -1.405 -1.520 3.933  0.00
O: -2.328 -0.450 4.056  0.00
C: -2.124 0.753 3.419  0.00
C: -2.884 1.785 3.941  0.00
C: -2.847 3.066 3.406  0.00
C: -2.043 3.311 2.317  0.00
C: -1.302 2.284 1.728  -0.01
C: -0.418 2.584 0.622  0.00
N: 0.054 1.670 -0.131  0.03
N: 1.061 1.898 -1.003  0.00
C: 1.814 0.812 -1.116  0.00
O: 1.709 -0.205 -0.360  0.02
C: 2.831 0.828 -2.199  0.00
C: 3.724 -0.231 -2.324  0.00
C: 4.586 -0.299 -3.408  0.00
C: 4.566 0.693 -4.378  0.00
C: 3.687 1.761 -4.249  0.00
C: 2.827 1.833 -3.166  0.00
C: -1.297 0.960 2.272  0.00
O: -0.562 -0.003 1.779  -0.01
H: -1.440 -1.986 2.952  0.00
H: -1.709 -2.247 4.688  0.00
H: -0.381 -1.196 4.126  0.00
H: -3.521 1.547 4.784  0.00
H: -3.443 3.852 3.851  0.00
H: -1.991 4.304 1.885  0.00
H: -0.082 3.615 0.489  0.00
H: 3.713 -1.006 -1.569  0.00
H: 5.273 -1.132 -3.505  0.00
H: 5.227 0.634 -5.234  0.00
H: 3.668 2.538 -5.004  0.00
H: 2.127 2.649 -3.060  0.00
Br: -5.992 5.745 0.382  0.00
C: -6.006 4.330 -0.898  0.00
C: -4.842 4.023 -1.583  0.00
C: -4.847 2.988 -2.495  0.00
C: -6.024 2.256 -2.757  0.00
C: -7.193 2.620 -2.066  0.00
C: -7.183 3.638 -1.134  0.00
N: -6.113 1.281 -3.723  0.00
N: -5.110 0.697 -4.234  0.00
C: -3.983 0.322 -3.586  0.00
C: -2.844 0.077 -4.375  0.00
C: -1.616 -0.250 -3.847  0.00
C: -1.449 -0.374 -2.458  0.01
O: -0.349 -0.665 -1.876  -0.01
C: -2.611 -0.211 -1.631  -0.01
N: -2.387 -0.412 -0.307  0.03
C: -3.418 -0.390 0.512  -0.01
C: -4.723 -0.176 0.068  0.00
C: -4.964 0.050 -1.268  0.00
C: -3.885 0.078 -2.163  0.00
H: -3.937 4.585 -1.400  0.00
H: -3.945 2.748 -3.041  0.00
H: -8.105 2.070 -2.256  0.00
H: -8.080 3.896 -0.588  0.00
H: -2.953 0.238 -5.440  0.00
H: -0.757 -0.377 -4.492  0.00
H: -3.231 -0.564 1.562  0.00
H: -5.534 -0.184 0.783  0.00
H: -5.974 0.167 -1.630  0.00
S: 0.091 -2.740 0.955  0.01
C: 0.099 -4.307 0.388  0.01
N: -0.851 -4.743 -0.506  0.00
C: -0.978 -6.039 -0.890  0.00
C: -0.124 -6.984 -0.429  0.00
C: 0.912 -6.594 0.459  0.00
C: 1.016 -5.292 0.848  0.00
H: -1.484 -4.037 -0.854  0.00
H: -1.794 -6.261 -1.562  0.00
H: -0.228 -8.014 -0.734  0.00
H: 1.611 -7.331 0.830  0.00
H: 1.780 -4.958 1.534  0.00

Calculated values
Maximum force   1.53 eV Å⁻¹
Spin multiplicity   2
Gap between HOMO and LUMO (alpha / beta)   5.851 / 5.774 eV
E   -6333.8535 Ha
Net charge   -1

The following is a DFT calculation (wB97M-V/def2-TZVPD) of a cluster of 3 separate species, C8H13F3N3 in total in a non-equilibrium geometry.

Each line ends with the natural charge from an NBO analysis.
Cartesian coordinates (Å):
C: -2.678 0.097 -0.927  -0.28
C: -2.695 1.020 0.063  0.10
C: -1.782 -0.996 -0.771  0.10
C: -0.897 -0.039 1.061  0.28
C: 1.554 2.299 0.851  -0.65
C: 0.437 1.701 -1.302  -0.31
C: 1.123 1.336 -0.257  -0.11
C: 2.007 0.056 -0.309  0.96
N: -0.931 -1.114 0.249  -0.52
N: -1.694 1.007 0.914  -0.42
N: 0.519 -3.206 0.510  -0.91
F: 1.679 -0.911 -1.240  -0.35
F: 3.289 0.372 -0.413  -0.29
F: 1.914 -0.695 0.867  -0.38
H: -3.404 0.224 -1.827  0.26
H: -3.407 1.860 0.093  0.23
H: -1.671 -1.757 -1.534  0.22
H: -0.093 0.015 1.760  0.21
H: 0.674 2.982 1.193  0.25
H: 2.305 2.967 0.544  0.25
H: 1.786 1.609 1.719  0.22
H: -0.240 2.639 -1.212  0.22
H: 0.234 1.090 -2.061  0.20
H: 0.034 -2.175 0.371  0.45
H: 1.066 -2.981 1.262  0.43
H: 1.086 -3.523 -0.250  0.43
H: -0.214 -3.876 0.647  0.42

Calculated values
Maximum force   4.90 eV Å⁻¹
Gap between HOMO and LUMO   10.173 eV
E   -776.2209 Ha
Relative energy (zero: lowest compared OMol25 entry of this formula, charge and spin)   0.00 kcal/mol
Net charge   +1

The following is a DFT calculation (wB97M-V/def2-TZVPD) of a cluster of 2 separate species, C4H8N3S in total in a non-equilibrium geometry.

Each line ends with the natural charge from an NBO analysis.
Cartesian coordinates (Å):
C: -0.365 -2.044 0.717  0.18
C: -1.201 0.150 0.013  0.47
C: -1.201 -0.929 0.932  -0.33
C: 0.167 -1.161 -1.314  0.33
N: 0.211 -2.178 -0.509  -0.42
N: -0.425 0.010 -1.089  -0.48
N: -1.918 1.268 0.193  -0.75
S: 2.350 0.796 0.122  -0.35
H: -0.298 -2.763 1.390  0.21
H: -1.713 -1.021 1.858  0.26
H: 2.986 1.730 -0.638  0.18
H: 0.512 -1.332 -2.308  0.23
H: -0.488 0.848 -1.632  0.44
H: -2.614 1.220 0.901  0.43
H: -1.738 2.179 -0.250  0.43
H: 3.246 -0.117 -0.391  0.18

Calculated values
Maximum force   7.33 eV Å⁻¹
Gap between HOMO and LUMO   8.794 eV
E   -719.4124 Ha
Relative energy (zero: lowest compared OMol25 entry of this formula, charge and spin)   24.14 kcal/mol
Net charge   +1

The following is a DFT calculation (wB97M-V/def2-TZVPD) of a structure of composition C31H38BF2N2P2Si2Zr.

Each line ends with the Mulliken charge.
Cartesian coordinates (Å):
Zr: 1.092 -0.160 -1.714  0.72
C: 0.245 4.561 -2.289  -1.11
Si: 1.442 3.145 -2.156  -0.09
C: 3.098 3.695 -1.516  -0.92
C: 1.666 2.295 -3.821  -1.27
N: 0.763 1.848 -1.184  -0.20
P: 0.583 1.501 0.423  3.33
C: 0.906 -0.166 0.433  -2.96
P: -0.127 -1.515 0.396  3.12
N: -0.311 -1.735 -1.231  0.07
Si: -0.954 -3.133 -2.087  -0.47
C: -2.174 -4.124 -1.081  -1.06
C: -1.893 -2.497 -3.579  -0.95
C: 0.467 -4.249 -2.561  -0.89
C: -1.708 -1.324 1.226  0.53
C: -2.823 -0.906 0.506  -0.22
C: -4.034 -0.709 1.151  -0.71
C: -4.133 -0.929 2.518  -0.70
C: -3.019 -1.327 3.245  -0.86
C: -1.805 -1.517 2.604  -0.61
C: 0.678 -2.962 1.115  0.50
C: 2.068 -3.037 1.047  -0.81
C: 2.727 -4.176 1.480  -0.72
C: 2.004 -5.245 1.991  -0.55
C: 0.620 -5.172 2.074  -0.86
C: -0.043 -4.036 1.634  -0.41
C: 1.754 2.459 1.388  0.35
C: 1.454 3.774 1.743  -0.55
C: 2.404 4.546 2.394  -0.63
C: 3.650 4.006 2.689  -0.57
C: 3.946 2.695 2.345  -0.71
C: 2.998 1.918 1.695  -0.57
C: -1.045 2.034 0.965  0.42
C: -1.960 2.550 0.054  -0.67
C: -3.215 2.959 0.487  -0.75
C: -3.555 2.842 1.826  -0.59
C: -2.644 2.320 2.737  -0.80
C: -1.390 1.919 2.311  -0.35
H: 0.654 5.362 -2.908  0.43
H: 0.031 4.983 -1.303  0.34
H: -0.703 4.247 -2.732  0.34
H: 3.548 4.403 -2.216  0.46
H: 3.781 2.849 -1.408  0.32
H: 3.020 4.190 -0.547  0.25
H: 2.046 3.000 -4.564  0.45
H: 0.723 1.906 -4.221  0.29
H: 2.408 1.487 -3.773  0.40
H: -2.869 -3.493 -0.526  0.28
H: -1.689 -4.804 -0.383  0.30
H: -2.766 -4.732 -1.771  0.48
H: -2.796 -1.980 -3.244  0.29
H: -2.211 -3.342 -4.194  0.36
H: -1.357 -1.805 -4.231  0.30
H: 0.920 -4.652 -1.650  0.25
H: 1.267 -3.753 -3.116  0.29
H: 0.118 -5.091 -3.163  0.39
H: -2.742 -0.743 -0.563  0.39
H: -4.900 -0.387 0.588  0.46
H: -5.081 -0.785 3.020  0.44
H: -3.096 -1.492 4.312  0.45
H: -0.937 -1.825 3.175  0.56
H: 2.633 -2.194 0.666  0.15
H: 3.807 -4.225 1.427  0.46
H: 2.520 -6.132 2.333  0.41
H: 0.056 -6.000 2.483  0.45
H: -1.121 -3.986 1.707  0.59
H: 0.480 4.193 1.519  0.36
H: 2.172 5.564 2.674  0.42
H: 4.390 4.609 3.198  0.41
H: 4.914 2.276 2.586  0.45
H: 3.211 0.890 1.427  0.33
H: -1.684 2.642 -0.989  0.32
H: -3.922 3.371 -0.220  0.42
H: -4.532 3.163 2.164  0.43
H: -2.913 2.229 3.782  0.46
H: -0.674 1.526 3.025  0.49
F: 1.468 -1.806 -5.291  0.03
B: 1.148 -1.286 -4.203  0.44
F: 2.950 -0.525 -2.131  -0.67

Calculated values
Maximum force   0.19 eV Å⁻¹
Gap between HOMO and LUMO   7.993 eV
E   -2847.0025 Ha
Relative energy (zero: lowest compared OMol25 entry of this formula, charge and spin)   1.63 kcal/mol
Net charge   +1